A structure of composition C31H29LuNO4P2S, computed with ωB97M-V/def2-TZVPD.

For the HOMO-LUMO gap, the calculation gives 0.333 Ha. For the energy relative to the best compared isomer or geometry (same formula, charge and spin), the calculation gives 0.0 kcal per mole. Its energy is -105328.42336 eV. Its total charge is +1.

Geometry (Å):
H: 5.50986 -3.15271 2.76620
C: -1.51954 -5.97951 -0.02280
H: -1.77004 1.42199 4.78090
C: 3.38986 -2.43071 0.24100
S: -3.50194 -1.37591 1.45220
C: 1.28276 -1.21261 -4.05630
N: -1.27894 -3.25081 -0.57120
H: 4.43516 -0.01041 -3.77930
H: 4.15876 -1.41091 3.87770
H: -1.74754 0.56879 2.46570
H: 2.32906 -0.31091 2.66890
C: 3.95026 -1.69061 2.85630
O: -2.00434 -1.62821 1.82490
C: 2.66156 -1.41071 0.84920
H: 0.59126 -1.57871 -4.79970
C: -1.06864 2.45209 1.64470
H: -1.60834 -7.03061 0.20910
H: -0.45664 4.44159 1.10780
C: -2.47724 -3.86041 -0.58480
Lu: -1.43834 -0.93341 0.15670
H: -3.34784 -3.24741 -0.79640
O: -4.24954 -2.58141 1.56890
O: -3.31554 -1.00681 -0.04370
H: 0.85616 1.88519 -1.56880
C: 2.55696 -0.81541 -4.43340
C: 2.92436 -1.06481 2.17260
C: 3.07426 -0.27021 -2.15680
C: -1.10854 3.38539 4.25320
H: 2.66396 1.41739 0.11840
H: -1.84844 4.65499 -4.03760
C: -3.17744 5.15889 -2.43670
C: 1.79926 -0.67751 -1.76850
C: 3.44796 -0.33501 -3.48560
H: -3.67924 5.93669 -2.99230
H: -0.48184 5.26489 3.42670
C: -1.45474 2.07169 3.98230
C: -0.27674 -5.35931 -0.00930
C: -1.51304 3.43419 -2.31580
C: -0.71364 3.77389 1.92020
P: -1.09474 1.81059 -0.06670
H: -3.24204 3.65349 0.59070
O: -3.89754 -0.18201 2.14010
H: -1.14414 3.75579 5.26500
C: -1.89054 3.15619 -1.00380
C: 1.61296 1.19369 0.32890
C: -1.43024 1.59159 2.68130
H: -3.62454 -5.63811 -0.32640
C: 0.70356 2.09159 -0.50540
H: 0.95116 3.14339 -0.32880
C: 4.69776 -2.67941 2.23670
H: 1.43086 1.37329 1.39320
P: 1.28556 -0.60351 -0.02000
H: 3.17286 -2.72381 -0.77740
C: -0.20544 -4.00531 -0.27560
C: -2.15054 4.43729 -3.02350
C: 4.40836 -3.05711 0.93590
C: -0.73684 4.23619 3.22250
H: -0.72114 2.87449 -2.79350
H: 0.75676 -3.49121 -0.26440
H: 2.86206 -0.88491 -5.46620
H: -0.10724 -1.45241 -2.42390
H: -4.35994 5.44209 -0.67140
H: 3.77626 0.08139 -1.41470
C: -2.63464 -5.21341 -0.31770
C: -3.56274 4.88039 -1.13490
C: 0.89906 -1.13921 -2.72690
C: -2.93174 3.87629 -0.42040
H: 4.97106 -3.84471 0.45870
H: 0.61236 -5.92501 0.22400

Here are the natural (NBO) charges for atoms 1 to 2, given in e: H 0.23; C -0.12